Entry 1:
{
  "formula": "C20H14N2O8S",
  "method": "ωB97M-V/def2-TZVPD",
  "symbols": ["N", "C", "C", "C", "S", "O", "O", "O", "C", "O", "C", "C", "C", "O", "C", "C", "O", "C", "C", "C", "C", "C", "C", "O", "C", "C", "C", "N", "C", "C", "O", "H", "H", "H", "H", "H", "H", "H", "H", "H", "H", "H", "H", "H", "H"],
  "xyz": [[-1.255, 4.879, 0.767], [-1.943, 3.680, 0.668], [-3.315, 3.726, 0.894], [-4.094, 2.536, 0.826], [-5.908, 2.552, 1.144], [-6.721, 2.364, -0.065], [-6.318, 1.742, 2.313], [-6.298, 4.105, 1.414], [-3.495, 1.310, 0.596], [-4.295, 0.216, 0.617], [-2.097, 1.277, 0.274], [-1.309, 2.475, 0.275], [0.158, 2.397, 0.080], [0.762, 3.428, -0.145], [0.834, 1.108, -0.030], [2.246, 1.025, -0.058], [3.043, 2.131, -0.142], [2.908, -0.188, -0.110], [2.230, -1.406, -0.259], [3.030, -2.630, -0.468], [4.157, -2.920, 0.309], [4.875, -4.099, 0.019], [4.510, -4.904, -1.063], [5.262, -5.986, -1.367], [3.395, -4.595, -1.833], [2.675, -3.434, -1.531], [0.783, -1.352, -0.225], [0.064, -2.511, -0.412], [0.099, -0.100, -0.065], [-1.400, 0.001, -0.035], [-2.125, -0.995, -0.209], [-0.259, 4.871, 0.494], [-1.760, 5.757, 0.749], [-3.761, 4.655, 1.218], [-7.001, 4.125, 0.777], [-3.754, -0.543, 0.313], [2.468, 2.945, -0.135], [3.987, -0.161, -0.087], [4.517, -2.245, 1.076], [5.746, -4.352, 0.553], [4.742, -6.665, -1.784], [3.113, -5.177, -2.716], [1.892, -3.220, -2.244], [-0.954, -2.477, -0.247], [0.570, -3.344, -0.147]],
  "lumo_ev": -1.696,
  "total_charge": 0
}

Entry 2:
{
  "formula": "C16H42BBeCaCl5F5InNO11S",
  "method": "ωB97M-V/def2-TZVPD",
  "symbols": ["C", "O", "C", "C", "C", "In", "N", "C", "B", "O", "O", "C", "F", "F", "C", "F", "F", "F", "H", "H", "H", "H", "H", "H", "H", "H", "H", "H", "H", "H", "H", "H", "H", "C", "O", "H", "H", "H", "H", "Be", "C", "Cl", "Cl", "H", "H", "O", "H", "C", "Cl", "Cl", "Cl", "H", "Ca", "C", "O", "H", "H", "H", "C", "C", "O", "H", "H", "H", "H", "H", "O", "H", "H", "H", "O", "S", "O", "O", "C", "C", "C", "H", "H", "H", "H", "H", "H", "H", "H"],
  "xyz": [[-4.039, -1.120, -3.232], [-3.518, -1.657, -1.951], [-3.775, -0.572, -0.971], [-2.399, 0.307, -0.668], [-1.185, -0.090, -1.698], [0.670, 1.159, -1.346], [0.316, 2.230, 0.520], [2.450, -0.183, -0.956], [3.560, -0.253, -2.166], [5.004, -0.072, -1.777], [3.291, -0.523, -3.593], [0.968, 2.729, -2.944], [-0.373, 3.400, -3.139], [1.866, 3.821, -2.432], [1.405, 2.166, -4.419], [0.849, 0.822, -4.698], [0.830, 3.095, -5.463], [2.876, 2.278, -4.551], [-3.393, -1.599, -4.113], [-5.180, -1.433, -3.380], [-3.883, 0.051, -3.347], [-4.642, 0.160, -1.306], [-4.130, -1.036, 0.060], [-2.674, 1.456, -0.824], [-2.069, 0.179, 0.451], [-0.855, -1.232, -1.631], [-1.535, 0.089, -2.816], [0.369, 1.560, 1.336], [-0.614, 2.702, 0.472], [3.026, 0.177, 0.018], [2.086, -1.305, -0.774], [5.060, -0.141, -0.759], [4.079, -0.090, -4.077], [-2.100, -4.161, 0.271], [-1.240, -3.036, 0.277], [-2.858, -4.033, 1.047], [-2.589, -4.241, -0.703], [-1.521, -5.065, 0.475], [-0.578, -3.179, -0.421], [-5.485, -2.944, -3.858], [-1.984, 1.955, -6.290], [-2.959, 1.326, -4.956], [-2.794, 1.709, -7.841], [-1.822, 3.025, -6.138], [-1.023, 1.435, -6.304], [-1.205, -2.492, -3.818], [-1.782, -2.275, -3.108], [4.169, -4.332, -3.079], [5.774, -4.909, -3.561], [2.925, -5.513, -3.521], [4.123, -4.001, -1.339], [3.964, -3.400, -3.612], [1.369, 2.953, 2.414], [7.669, -3.615, 0.229], [7.740, -2.968, 1.383], [8.448, -3.397, -0.521], [7.721, -4.716, 0.263], [6.758, -3.471, -0.376], [2.073, -2.333, 3.711], [3.198, -1.835, 2.787], [2.977, -0.549, 2.568], [1.083, -2.217, 3.252], [2.212, -3.399, 3.924], [2.070, -1.806, 4.674], [3.189, -2.522, 1.927], [4.134, -2.129, 3.288], [3.771, -0.999, 6.555], [3.605, -0.459, 7.370], [4.692, -1.365, 6.545], [3.578, -0.482, 5.732], [-2.079, 3.677, 4.065], [-3.334, 4.229, 3.606], [-3.555, 5.657, 3.506], [-4.550, 3.570, 4.467], [-4.525, 3.698, 5.884], [-4.864, 5.110, 6.325], [-3.735, 3.503, 2.037], [-3.554, 3.381, 6.282], [-5.277, 3.009, 6.284], [-4.101, 5.821, 5.997], [-4.932, 5.173, 7.414], [-5.815, 5.432, 5.888], [-3.608, 2.422, 2.100], [-3.050, 3.919, 1.294], [-4.763, 3.764, 1.778]],
  "lumo_ev": -6.795,
  "total_charge": 1
}

Entry 3:
{
  "formula": "C30H24NOP2PtS3",
  "method": "ωB97M-V/def2-TZVPD",
  "symbols": ["Pt", "S", "P", "C", "P", "S", "C", "C", "C", "C", "C", "C", "C", "C", "C", "C", "C", "C", "C", "C", "C", "C", "C", "C", "C", "C", "C", "C", "C", "C", "H", "H", "H", "H", "H", "H", "H", "H", "H", "H", "H", "H", "H", "H", "H", "H", "H", "H", "H", "H", "O", "N", "C", "C", "C", "C", "C", "S", "H", "H", "H", "H"],
  "xyz": [[-2.739, 0.094, 0.472], [-1.488, 0.034, 3.346], [-0.107, 0.120, 1.911], [-0.680, 0.505, 0.377], [-0.157, 0.292, -1.213], [-1.576, 0.159, -2.610], [1.025, -1.119, -1.479], [2.341, -1.064, -1.029], [3.186, -2.161, -1.134], [2.715, -3.337, -1.700], [1.409, -3.403, -2.164], [0.570, -2.299, -2.056], [0.960, 1.688, -1.719], [0.914, 2.860, -0.972], [1.691, 3.958, -1.327], [2.527, 3.891, -2.431], [2.580, 2.722, -3.185], [1.799, 1.633, -2.829], [1.181, 1.357, 2.436], [0.841, 2.399, 3.294], [1.737, 3.429, 3.552], [2.995, 3.431, 2.966], [3.354, 2.392, 2.117], [2.449, 1.372, 1.858], [0.847, -1.458, 2.033], [1.887, -1.657, 2.936], [2.518, -2.891, 3.031], [2.103, -3.947, 2.230], [1.050, -3.766, 1.344], [0.426, -2.529, 1.250], [2.720, -0.144, -0.604], [4.204, -2.096, -0.767], [3.367, -4.201, -1.779], [1.035, -4.318, -2.610], [-0.452, -2.325, -2.416], [0.262, 2.880, -0.104], [1.646, 4.861, -0.730], [3.137, 4.745, -2.706], [3.229, 2.662, -4.052], [1.834, 0.729, -3.427], [-0.144, 2.381, 3.747], [1.448, 4.235, 4.218], [3.693, 4.237, 3.167], [4.330, 2.379, 1.647], [2.741, 0.565, 1.199], [2.209, -0.840, 3.571], [3.332, -3.028, 3.735], [2.596, -4.911, 2.301], [0.714, -4.582, 0.716], [-0.410, -2.378, 0.576], [-4.648, -1.187, 0.365], [-5.564, -0.730, -0.450], [-6.310, -1.631, -1.121], [-7.322, -1.269, -1.972], [-7.559, 0.101, -2.151], [-6.784, 1.009, -1.484], [-5.740, 0.633, -0.599], [-4.742, 1.689, 0.245], [-6.021, -2.649, -0.906], [-7.886, -2.035, -2.484], [-8.341, 0.440, -2.821], [-6.930, 2.073, -1.610]],
  "lumo_ev": [4.618, 4.618],
  "total_charge": -2,
  "multiplicity": 2
}

Entry 4:
{
  "formula": "C4H14N2O2",
  "method": "ωB97M-V/def2-TZVPD",
  "symbols": ["C", "N", "C", "O", "C", "N", "C", "H", "H", "H", "H", "H", "H", "H", "H", "H", "H", "H", "H", "H", "H", "O"],
  "xyz": [[-0.975, 1.009, 0.341], [-0.306, 0.168, 1.325], [-0.901, -1.107, 1.630], [-1.538, -1.793, 0.713], [0.011, 1.217, -0.794], [1.221, 1.564, -0.200], [2.252, 1.818, -1.173], [-1.148, 1.959, 0.855], [-1.910, 0.570, 0.007], [0.695, 0.326, 1.155], [-0.135, -1.682, 2.180], [-1.643, -0.756, 2.404], [-0.706, -1.877, -0.642], [0.187, 0.232, -1.269], [-0.377, 1.854, -1.614], [1.664, -2.788, 0.457], [2.171, 2.833, -1.543], [2.193, 1.085, -1.994], [3.225, 1.703, -0.705], [1.540, -2.164, 0.045], [-0.195, -2.539, -1.968], [-0.229, -1.684, -1.533]],
  "lumo_ev": -3.411,
  "total_charge": 0,
  "de_lowest_ev": 7.615
}

Entry 5:
{
  "formula": "H18O9",
  "method": "ωB97M-V/def2-TZVPD",
  "symbols": ["O", "H", "H", "O", "H", "H", "O", "H", "H", "O", "H", "H", "O", "H", "H", "O", "H", "H", "O", "H", "H", "O", "H", "H", "O", "H", "H"],
  "xyz": [[0.186, -0.054, -0.617], [0.881, 0.544, -0.915], [0.561, -0.932, -0.748], [2.158, -1.794, 0.601], [1.937, -2.228, -0.230], [2.652, -1.011, 0.333], [4.323, 1.315, 0.799], [4.652, 1.710, -0.017], [3.489, 1.770, 0.960], [-4.005, -1.605, -0.904], [-4.087, -0.715, -1.266], [-4.408, -2.169, -1.574], [0.431, -1.085, 3.038], [1.225, -1.133, 3.582], [-0.251, -1.499, 3.579], [0.390, 4.113, -1.202], [-0.342, 3.944, -0.599], [-0.030, 4.498, -1.980], [-2.417, 1.542, 0.786], [-3.314, 1.880, 0.681], [-2.276, 1.544, 1.739], [-2.985, -0.154, 0.588], [-2.316, -0.282, -0.095], [-3.314, -1.043, 0.762], [2.427, -2.607, -2.138], [2.913, -1.992, -2.698], [1.522, -2.559, -2.465]],
  "lumo_ev": 0.229,
  "total_charge": 0,
  "de_lowest_ev": 6.027
}

Entry 6:
{
  "formula": "C7H11N6O",
  "method": "ωB97M-V/def2-TZVPD",
  "symbols": ["C", "N", "C", "N", "N", "C", "O", "C", "N", "C", "C", "N", "C", "N", "H", "H", "H", "H", "H", "H", "H", "H", "H", "H", "H"],
  "xyz": [[-3.327, -0.977, 0.821], [-2.661, -0.167, -0.209], [-1.545, 0.538, -0.026], [-1.177, 1.325, -0.995], [-0.855, 0.312, 1.150], [0.487, 0.398, 1.458], [0.789, 0.400, 2.607], [1.444, 0.364, 0.332], [1.821, 1.456, -0.203], [2.815, 1.546, -1.119], [3.411, 0.375, -1.471], [2.996, -0.826, -0.995], [1.974, -0.934, -0.171], [1.273, -2.054, 0.139], [-3.861, -0.125, 1.218], [-3.922, -1.741, 0.379], [-2.646, -1.423, 1.483], [-3.010, -0.258, -1.200], [-0.571, 2.170, -0.744], [-1.858, 1.380, -1.722], [-1.450, 0.389, 1.969], [3.212, 2.581, -1.411], [4.202, 0.176, -2.298], [0.702, -1.944, 0.985], [1.757, -2.960, 0.022]],
  "lumo_ev": -3.648,
  "total_charge": 1,
  "de_lowest_ev": 0.000
}

Entry 7:
{
  "formula": "FH2NS",
  "method": "ωB97M-V/def2-TZVPD",
  "symbols": ["N", "F", "S", "H", "H"],
  "xyz": [[-1.015, 0.081, 0.254], [-1.775, -1.012, 0.115], [2.540, -0.307, -0.240], [-1.421, 0.607, -0.527], [1.672, 0.630, 0.398]],
  "lumo_ev": [-0.836, -2.340],
  "total_charge": 0,
  "de_lowest_ev": 2.430
}

Entry 8:
{
  "formula": "C44H62B2F2N8O9P2",
  "method": "ωB97M-V/def2-TZVPD",
  "symbols": ["C", "C", "C", "F", "C", "O", "N", "O", "O", "C", "B", "O", "N", "C", "C", "P", "C", "C", "C", "C", "C", "C", "O", "C", "C", "C", "C", "C", "C", "O", "C", "C", "C", "C", "F", "O", "C", "N", "B", "O", "O", "P", "N", "H", "H", "H", "H", "H", "H", "H", "H", "H", "H", "H", "H", "H", "H", "H", "H", "H", "H", "H", "H", "H", "H", "H", "H", "H", "H", "H", "H", "H", "H", "H", "H", "H", "H", "H", "H", "H", "H", "H", "H", "H", "H", "C", "C", "C", "N", "C", "C", "H", "H", "H", "H", "H", "C", "C", "C", "N", "C", "C", "H", "H", "H", "H", "H", "C", "C", "C", "N", "C", "C", "H", "H", "H", "H", "H", "C", "C", "C", "N", "C", "C", "H", "H", "H", "H", "H"],
  "xyz": [[-3.895, -1.511, 0.854], [-4.317, -1.663, -0.672], [-3.445, -2.513, -1.739], [-4.080, -2.030, -3.035], [-1.854, -2.540, -1.700], [-1.077, -2.577, -2.928], [-1.597, -3.137, -3.991], [-0.991, -2.697, -4.975], [-1.342, -1.290, -1.030], [-1.559, -0.097, -1.839], [-0.152, 0.624, -2.403], [1.213, 0.060, -2.139], [-0.162, 1.894, -3.279], [1.298, 2.189, -3.687], [-0.853, 1.635, -4.611], [-2.298, 1.226, -0.616], [-1.003, 2.477, -0.021], [0.174, 1.831, 0.977], [-3.801, 2.121, -1.364], [-3.809, 2.255, -2.996], [-1.135, -3.735, -0.749], [-2.053, -4.262, 0.475], [-1.509, -5.582, 0.937], [-2.217, -6.070, 2.122], [-3.601, -5.498, 2.775], [-4.288, -6.118, 4.169], [-3.556, -7.392, 4.907], [-2.177, -8.036, 4.251], [-1.515, -7.376, 2.898], [0.167, -3.220, -0.541], [0.878, -3.293, 0.701], [2.104, -2.144, 0.434], [2.912, -1.790, 1.827], [2.379, -0.348, 2.488], [4.393, -1.699, 1.549], [0.299, -2.765, 1.909], [0.094, -3.643, 3.028], [0.039, -4.515, 4.015], [1.775, -4.658, 0.738], [2.249, -5.115, -0.622], [2.289, -5.467, 1.835], [-0.839, -5.380, -1.770], [-2.201, -6.151, -2.153], [-2.765, -1.477, 1.137], [-4.405, -0.532, 1.303], [-4.367, -2.410, 1.481], [-5.415, -2.138, -0.697], [-4.484, -0.571, -1.128], [-3.849, -3.637, -1.681], [-2.238, -0.227, -2.782], [1.317, -0.724, -2.772], [1.252, 3.136, -4.412], [1.749, 1.318, -4.362], [1.978, 2.473, -2.775], [-1.838, 1.009, -4.531], [-0.159, 1.120, -5.411], [-1.128, 2.701, -5.066], [-0.533, 3.169, -0.869], [-1.580, 3.246, 0.689], [0.145, 2.352, 2.033], [0.151, 0.661, 1.012], [1.201, 2.183, 0.480], [-3.818, 3.216, -0.893], [-4.770, 1.589, -0.921], [-2.936, 2.971, -3.304], [-3.763, 1.185, -3.466], [-4.816, 2.834, -3.275], [-2.134, -3.566, 1.410], [-3.181, -4.520, 0.180], [-4.158, -4.591, 2.274], [-5.275, -5.626, 4.602], [-4.049, -7.804, 5.886], [-1.708, -8.969, 4.786], [-0.523, -7.872, 2.462], [1.511, -1.176, 0.137], [2.853, -2.527, -0.383], [2.786, -2.581, 2.680], [2.981, -0.078, 3.462], [1.234, -0.362, 2.745], [2.577, 0.490, 1.677], [3.223, -5.351, -0.429], [1.714, -6.299, 1.983], [-0.010, -6.329, -1.053], [-0.041, -4.982, -2.938], [-3.004, -5.631, -1.745], [4.351, 6.070, -7.337], [3.057, 6.087, -7.848], [2.247, 4.987, -7.619], [2.641, 3.893, -6.930], [3.903, 3.904, -6.449], [4.786, 4.958, -6.623], [5.015, 6.914, -7.496], [2.688, 6.938, -8.410], [1.228, 4.954, -7.994], [4.197, 3.013, -5.901], [5.788, 4.914, -6.212], [1.706, 1.525, 7.229], [3.004, 1.971, 7.000], [3.188, 3.034, 6.130], [2.179, 3.661, 5.486], [0.931, 3.204, 5.726], [0.646, 2.152, 6.581], [1.522, 0.695, 7.905], [3.851, 1.503, 7.489], [4.181, 3.421, 5.922], [0.138, 3.724, 5.195], [-0.376, 1.828, 6.738], [6.106, 11.180, -5.047], [4.812, 11.198, -5.558], [4.002, 10.097, -5.329], [4.396, 9.004, -4.640], [5.658, 9.015, -4.159], [6.541, 10.069, -4.333], [6.770, 12.025, -5.206], [4.443, 12.048, -6.120], [2.983, 10.065, -5.704], [5.952, 8.124, -3.611], [7.543, 10.024, -3.922], [-2.784, -4.257, 7.103], [-3.617, -3.656, 8.040], [-3.596, -2.275, 8.146], [-2.809, -1.475, 7.393], [-2.009, -2.088, 6.493], [-1.963, -3.460, 6.311], [-2.774, -5.337, 6.990], [-4.268, -4.249, 8.673], [-4.231, -1.758, 8.860], [-1.385, -1.423, 5.902], [-1.303, -3.898, 5.571]],
  "lumo_ev": -0.246,
  "total_charge": 0
}

Entry 9:
{
  "formula": "C3H3N3",
  "method": "ωB97M-V/def2-TZVPD",
  "symbols": ["N", "C", "C", "N", "C", "N", "H", "H", "H"],
  "xyz": [[0.709, 0.234, -0.952], [-0.284, 0.207, 0.259], [-1.478, -0.507, -0.018], [-2.457, -1.057, -0.316], [0.380, 0.116, 1.510], [0.977, 0.094, 2.506], [1.670, 0.051, -0.678], [0.380, -0.320, -1.737], [0.103, 1.182, -0.573]],
  "lumo_ev": -0.027,
  "total_charge": 0,
  "de_lowest_ev": 3.580
}

Entry 10:
{
  "formula": "C2H6N4",
  "method": "ωB97M-V/def2-TZVPD",
  "symbols": ["C", "N", "N", "C", "N", "N", "H", "H", "H", "H", "H", "H"],
  "xyz": [[-1.038, 0.501, 1.864], [-0.160, 0.487, 0.984], [-0.845, 0.438, -0.245], [-0.260, -0.211, -1.285], [0.868, -0.608, -1.652], [1.932, 0.145, -1.037], [-2.172, 0.318, 1.827], [-0.352, 0.405, 2.864], [-1.869, -0.191, -0.208], [-0.820, -0.738, -2.004], [1.968, -0.115, 0.096], [2.747, -0.431, -1.203]],
  "lumo_ev": 0.540,
  "total_charge": 0,
  "de_lowest_ev": 5.607
}